Entry 1:
{
  "formula": "C33H88O11",
  "method": "ωB97M-V with the def2-TZVPD basis set",
  "fmax_ev_per_a": 2.0,
  "e_homo_ha": -0.3484,
  "e_above_lowest_kcal_mol": 11.24,
  "e_tot_ha": -2137.76075,
  "smiles": "CC(C)O.CC(C)O.CC(C)O.CC(C)O.CC(C)O.CC(C)O.CC(C)O.CC(C)O.CC(C)O.CC(C)O.CC(C)O",
  "elements": ["C", "C", "C", "O", "H", "H", "H", "H", "H", "H", "H", "H", "C", "C", "C", "O", "H", "H", "H", "H", "H", "H", "H", "H", "C", "C", "C", "O", "H", "H", "H", "H", "H", "H", "H", "H", "C", "C", "C", "O", "H", "H", "H", "H", "H", "H", "H", "H", "C", "C", "C", "O", "H", "H", "H", "H", "H", "H", "H", "H", "C", "C", "C", "O", "H", "H", "H", "H", "H", "H", "H", "H", "C", "C", "C", "O", "H", "H", "H", "H", "H", "H", "H", "H", "C", "C", "C", "O", "H", "H", "H", "H", "H", "H", "H", "H", "C", "C", "C", "O", "H", "H", "H", "H", "H", "H", "H", "H", "C", "C", "C", "O", "H", "H", "H", "H", "H", "H", "H", "H", "C", "C", "C", "O", "H", "H", "H", "H", "H", "H", "H", "H"],
  "coordinates": [[3.311, 2.085, 4.548], [3.294, 1.297, 3.245], [4.456, 1.615, 2.323], [3.320, -0.095, 3.549], [2.392, 1.944, 5.113], [3.320, 3.150, 4.268], [4.211, 1.950, 5.145], [2.394, 1.572, 2.680], [4.393, 0.997, 1.423], [5.428, 1.411, 2.773], [4.379, 2.653, 1.994], [2.465, -0.337, 3.951], [-0.281, 0.174, -1.500], [0.100, -0.372, -0.124], [1.391, 0.269, 0.389], [-0.972, -0.196, 0.785], [-1.165, -0.264, -1.967], [0.530, 0.041, -2.220], [-0.489, 1.249, -1.423], [0.303, -1.432, -0.279], [2.051, 0.549, -0.433], [1.877, -0.401, 1.098], [1.145, 1.206, 0.899], [-1.216, 0.733, 0.892], [-0.262, 2.697, 3.286], [-1.542, 2.875, 2.478], [-2.171, 4.243, 2.725], [-1.301, 2.714, 1.071], [-0.385, 2.992, 4.329], [0.533, 3.348, 2.913], [0.019, 1.642, 3.270], [-2.271, 2.106, 2.741], [-3.178, 4.321, 2.312], [-1.613, 5.053, 2.243], [-2.188, 4.515, 3.782], [-0.540, 3.296, 0.871], [1.400, 1.204, -4.912], [-0.009, 1.776, -5.151], [-0.041, 3.279, -5.018], [-0.530, 1.374, -6.409], [2.061, 1.655, -5.652], [1.373, 0.118, -4.980], [1.708, 1.487, -3.903], [-0.661, 1.378, -4.359], [0.702, 3.758, -5.670], [0.376, 3.606, -4.062], [-1.016, 3.723, -5.200], [-0.911, 0.494, -6.253], [2.295, 3.884, -1.297], [2.011, 4.006, 0.199], [3.032, 4.836, 0.945], [0.695, 4.556, 0.366], [3.247, 3.382, -1.468], [2.337, 4.886, -1.737], [1.490, 3.344, -1.792], [2.015, 2.996, 0.614], [2.835, 4.695, 2.012], [3.017, 5.901, 0.719], [4.034, 4.436, 0.773], [0.654, 5.440, -0.013], [5.112, -2.401, 1.217], [4.869, -3.138, 2.503], [5.868, -4.250, 2.745], [5.037, -2.261, 3.641], [4.413, -1.593, 1.006], [4.898, -3.117, 0.407], [6.162, -2.146, 1.088], [3.867, -3.580, 2.584], [5.762, -5.022, 1.975], [5.826, -4.676, 3.744], [6.894, -3.885, 2.630], [4.530, -1.440, 3.473], [-3.860, -2.283, -6.824], [-3.037, -1.059, -6.430], [-3.240, -0.701, -4.961], [-1.644, -1.274, -6.632], [-4.904, -2.077, -6.601], [-3.507, -3.146, -6.255], [-3.662, -2.508, -7.876], [-3.397, -0.198, -7.013], [-4.304, -0.757, -4.724], [-2.944, 0.346, -4.838], [-2.694, -1.327, -4.257], [-1.537, -1.599, -7.536], [-4.951, 1.652, -2.105], [-3.618, 1.976, -1.487], [-2.722, 2.923, -2.272], [-3.864, 2.520, -0.188], [-4.778, 1.294, -3.123], [-5.575, 2.545, -2.095], [-5.460, 0.835, -1.596], [-3.002, 1.066, -1.403], [-2.397, 2.549, -3.244], [-1.845, 3.214, -1.690], [-3.243, 3.871, -2.458], [-2.996, 2.690, 0.219], [-1.121, -1.840, 4.962], [0.400, -1.854, 4.749], [0.733, -2.202, 3.282], [0.918, -0.553, 5.020], [-1.514, -2.856, 4.868], [-1.662, -1.208, 4.262], [-1.292, -1.534, 5.999], [0.923, -2.591, 5.364], [0.311, -3.158, 2.980], [1.820, -2.339, 3.293], [0.461, -1.399, 2.598], [0.604, -0.271, 5.885], [-2.934, -3.087, 1.965], [-3.540, -2.515, 0.667], [-4.251, -1.202, 0.948], [-2.490, -2.332, -0.299], [-3.611, -2.929, 2.805], [-1.954, -2.639, 2.150], [-2.695, -4.152, 1.891], [-4.189, -3.325, 0.328], [-3.565, -0.526, 1.459], [-5.048, -1.363, 1.678], [-4.651, -0.776, 0.030], [-2.067, -1.489, -0.033], [0.534, -4.384, 0.312], [-0.012, -5.076, -0.933], [-1.026, -6.175, -0.637], [-0.671, -4.055, -1.707], [0.819, -5.074, 1.123], [-0.211, -3.777, 0.827], [1.429, -3.815, 0.064], [0.791, -5.476, -1.554], [-1.730, -5.842, 0.129], [-0.503, -7.077, -0.309], [-1.606, -6.398, -1.531], [-1.313, -3.568, -1.159]],
  "lowdin_charge": [-0.038, -0.479, -0.033, -0.079, 0.068, 0.075, 0.087, 0.097, 0.074, 0.093, 0.054, 0.054, -0.036, -0.447, -0.027, -0.067, 0.075, 0.077, 0.071, 0.126, 0.088, 0.067, 0.050, 0.064, -0.040, -0.446, -0.042, -0.102, 0.087, 0.078, 0.070, 0.141, 0.081, 0.081, 0.080, 0.060, -0.045, -0.511, -0.062, -0.049, 0.081, 0.080, 0.059, 0.107, 0.083, 0.062, 0.079, 0.042, -0.039, -0.472, -0.050, -0.068, 0.088, 0.088, 0.061, 0.103, 0.074, 0.087, 0.077, 0.110, -0.055, -0.499, -0.069, -0.081, 0.061, 0.082, 0.086, 0.122, 0.080, 0.078, 0.080, 0.036, -0.053, -0.495, -0.049, -0.056, 0.080, 0.088, 0.078, 0.140, 0.078, 0.064, 0.090, 0.105, -0.041, -0.501, -0.049, -0.060, 0.067, 0.088, 0.069, 0.113, 0.060, 0.064, 0.089, 0.039, -0.049, -0.442, -0.035, -0.068, 0.081, 0.077, 0.077, 0.141, 0.072, 0.071, 0.068, 0.101, -0.056, -0.440, -0.037, -0.083, 0.079, 0.050, 0.070, 0.136, 0.075, 0.084, 0.071, 0.048, -0.067, -0.462, -0.057, -0.083, 0.083, 0.047, 0.077, 0.133, 0.068, 0.077, 0.078, 0.040]
}

***

Entry 2:
{
  "formula": "C2H8OS",
  "method": "ωB97M-V with the def2-TZVPD basis set",
  "fmax_ev_per_a": 4.6,
  "e_homo_ha": -0.3573,
  "e_above_lowest_kcal_mol": 22.72,
  "e_tot_ha": -554.38165,
  "smiles": "CCO.S",
  "elements": ["C", "C", "O", "H", "H", "H", "H", "H", "H", "S", "H", "H"],
  "coordinates": [[-0.132, -0.877, 2.041], [-0.754, -1.330, 0.675], [-1.572, -0.264, 0.242], [-0.958, -0.480, 2.691], [0.317, -1.706, 2.621], [0.682, -0.104, 1.879], [-1.316, -2.309, 0.671], [-0.003, -1.474, 0.032], [-2.162, 0.039, 0.988], [1.837, 2.939, -4.482], [2.956, 3.198, -3.802], [1.105, 2.368, -3.553]],
  "lowdin_charge": [-0.088, -0.316, -0.106, 0.073, 0.064, 0.090, 0.124, 0.055, 0.104, 0.477, -0.229, -0.248]
}

***

Entry 3:
{
  "formula": "C4H9NO2",
  "method": "ωB97M-V with the def2-TZVPD basis set",
  "fmax_ev_per_a": 0.8,
  "e_homo_ha": -0.3473,
  "e_above_lowest_kcal_mol": 13.61,
  "e_tot_ha": -363.06385,
  "smiles": "C[C@H](N)CC(=O)O",
  "elements": ["C", "C", "N", "C", "C", "O", "O", "H", "H", "H", "H", "H", "H", "H", "H", "H"],
  "coordinates": [[0.565, 1.490, 1.154], [0.448, 0.175, 0.403], [1.738, -0.188, -0.216], [-0.692, 0.122, -0.610], [-1.232, -1.265, -0.849], [-1.174, -1.856, -1.896], [-1.775, -1.819, 0.250], [0.762, 2.301, 0.455], [1.436, 1.421, 1.808], [-0.329, 1.647, 1.743], [0.264, -0.582, 1.171], [2.314, 0.639, -0.302], [1.616, -0.603, -1.132], [-1.562, 0.747, -0.378], [-0.339, 0.478, -1.568], [-2.040, -2.709, -0.032]],
  "lowdin_charge": [-0.065, -0.453, 0.042, -0.077, -0.534, 0.102, 0.106, 0.080, 0.081, 0.079, 0.126, 0.062, 0.068, 0.133, 0.122, 0.130]
}

***

Entry 4:
{
  "formula": "C34H33BF6O2",
  "method": "ωB97M-V with the def2-TZVPD basis set",
  "fmax_ev_per_a": 6.0,
  "e_homo_ha": -0.3241,
  "e_above_lowest_kcal_mol": 34.98,
  "e_tot_ha": -2090.02114,
  "elements": ["C", "C", "C", "C", "C", "C", "O", "B", "C", "C", "C", "C", "C", "F", "F", "F", "C", "C", "C", "C", "C", "C", "C", "C", "C", "O", "H", "H", "H", "H", "H", "H", "H", "H", "H", "H", "H", "H", "H", "H", "H", "H", "H", "H", "H", "H", "H", "H", "H", "F", "C", "F", "F", "C", "C", "C", "C", "C", "C", "C", "C", "C", "C", "C", "C", "C", "H", "H", "H", "H", "H", "H", "H", "H", "H", "H"],
  "coordinates": [[-2.998, 1.205, -1.796], [-1.740, 1.845, -2.337], [-1.911, 2.206, -3.803], [-1.212, 2.999, -1.407], [-0.183, 3.889, -2.150], [-2.257, 3.822, -0.716], [-0.488, 2.230, -0.396], [0.206, 1.464, -1.345], [1.687, 1.241, -1.348], [2.247, 0.792, -2.549], [3.598, 0.949, -2.773], [4.374, 1.489, -1.752], [5.835, 1.645, -2.023], [6.541, 2.177, -0.973], [6.431, 0.436, -2.312], [6.092, 2.460, -3.104], [3.852, 1.869, -0.520], [2.490, 1.720, -0.308], [-0.721, -0.915, 0.633], [0.123, -1.815, -0.429], [1.451, -2.257, -0.136], [1.927, -3.363, -0.832], [1.239, -3.870, -1.923], [0.059, -3.263, -2.364], [-0.461, -2.158, -1.670], [-0.657, 0.856, -2.255], [-3.857, 1.878, -1.926], [-3.202, 0.272, -2.336], [-2.897, 0.972, -0.724], [-2.681, 2.977, -3.913], [-0.976, 2.571, -4.240], [-2.225, 1.317, -4.360], [-0.670, 4.545, -2.883], [0.343, 4.528, -1.427], [0.598, 3.302, -2.676], [-2.857, 4.341, -1.466], [-2.898, 3.194, -0.097], [-1.774, 4.562, -0.077], [1.632, 0.360, -3.325], [4.041, 0.672, -3.727], [4.496, 2.290, 0.249], [2.070, 2.004, 0.648], [0.117, -0.162, 1.120], [-1.465, -0.261, 0.000], [2.022, -1.792, 0.683], [2.835, -3.837, -0.464], [1.608, -4.741, -2.433], [-0.485, -3.654, -3.214], [-1.341, -1.607, -2.073], [2.998, -4.272, 4.256], [1.815, -4.967, 4.157], [2.091, -6.068, 3.393], [1.553, -5.442, 5.419], [0.714, -4.112, 3.606], [0.107, -4.459, 2.401], [-0.818, -3.594, 1.880], [-1.070, -2.359, 2.491], [-1.741, -1.368, 1.628], [-2.320, -0.126, 2.266], [-3.635, 0.315, 2.047], [-3.951, 1.661, 2.293], [-2.967, 2.545, 2.755], [-1.687, 2.072, 3.053], [-1.394, 0.717, 2.861], [-0.602, -2.129, 3.783], [0.354, -2.975, 4.317], [0.395, -5.373, 1.882], [-1.328, -3.879, 0.960], [-2.445, -1.838, 0.922], [-4.419, -0.382, 1.704], [-4.977, 2.027, 2.103], [-3.200, 3.597, 2.881], [-0.899, 2.753, 3.404], [-0.398, 0.337, 3.108], [-0.962, -1.305, 4.395], [0.827, -2.758, 5.279]],
  "lowdin_charge": [-0.008, -0.444, 0.000, -0.450, 0.009, 0.003, 0.121, -0.714, -0.076, 0.008, 0.008, -0.123, -0.503, 0.106, 0.109, 0.108, 0.009, 0.010, -0.084, -0.171, -0.044, -0.097, -0.099, -0.079, -0.045, 0.109, 0.099, 0.098, 0.076, 0.098, 0.089, 0.097, 0.100, 0.108, 0.099, 0.100, 0.073, 0.100, 0.127, 0.131, 0.124, 0.123, 0.167, 0.122, 0.122, 0.107, 0.094, 0.098, 0.114, 0.106, -0.514, 0.106, 0.109, -0.135, -0.002, -0.022, -0.169, -0.273, -0.195, -0.030, -0.090, -0.102, -0.058, -0.064, -0.010, -0.002, 0.128, 0.131, 0.159, 0.121, 0.110, 0.100, 0.112, 0.112, 0.114, 0.132]
}

***

Entry 5:
{
  "formula": "C6H16",
  "method": "ωB97M-V with the def2-TZVPD basis set",
  "fmax_ev_per_a": 1.7,
  "e_homo_ha": -0.4167,
  "e_above_lowest_kcal_mol": 10.34,
  "e_tot_ha": -238.18006,
  "smiles": "CCC.CCC",
  "elements": ["C", "C", "C", "H", "H", "H", "H", "H", "H", "H", "H", "C", "C", "C", "H", "H", "H", "H", "H", "H", "H", "H"],
  "coordinates": [[-0.583, 0.258, 2.427], [-1.008, 1.456, 1.578], [0.146, 2.362, 1.114], [0.505, 0.216, 2.576], [-0.782, -0.708, 1.957], [-1.029, 0.257, 3.421], [-1.558, 1.164, 0.690], [-1.680, 2.040, 2.198], [0.436, 3.074, 1.881], [1.026, 1.777, 0.837], [-0.148, 2.866, 0.194], [0.558, -0.086, -1.454], [0.074, -1.356, -2.156], [0.689, -2.632, -1.557], [1.623, -0.043, -1.265], [-0.028, -0.018, -0.538], [0.203, 0.771, -2.037], [-1.007, -1.455, -2.078], [0.346, -1.340, -3.214], [1.744, -2.476, -1.345], [0.153, -2.940, -0.661], [0.599, -3.488, -2.234]],
  "lowdin_charge": [-0.124, -0.318, -0.127, 0.069, 0.060, 0.063, 0.083, 0.090, 0.067, 0.057, 0.065, -0.118, -0.313, -0.126, 0.073, 0.043, 0.075, 0.097, 0.094, 0.064, 0.064, 0.065]
}

***

Entry 6:
{
  "formula": "C3H5N3O3",
  "method": "ωB97M-V with the def2-TZVPD basis set",
  "fmax_ev_per_a": 4.4,
  "e_homo_ha": [-0.2837, -0.2837],
  "e_above_lowest_kcal_mol": 186.52,
  "e_tot_ha": -507.05062,
  "elements": ["C", "C", "C", "N", "N", "N", "O", "O", "O", "H", "H", "H", "H", "H"],
  "coordinates": [[0.171, 0.160, -0.383], [1.597, 1.354, -2.619], [-0.429, -0.589, 0.787], [1.237, 0.891, -0.229], [-0.463, 0.105, -1.575], [1.851, 1.335, -1.390], [1.282, 1.296, -3.766], [-1.453, -0.886, -1.673], [3.125, 2.009, -1.010], [0.392, -1.174, 1.277], [-1.051, -1.254, 0.283], [-0.988, 0.078, 1.320], [-1.995, -0.474, -2.450], [3.159, 2.010, -0.031]],
  "lowdin_charge": [-0.444, -0.095, 0.006, 0.082, -0.034, -0.088, 0.213, -0.129, 0.040, 0.107, 0.036, 0.052, 0.142, 0.114]
}

***

Entry 7:
{
  "formula": "C5H12O3",
  "method": "ωB97M-V with the def2-TZVPD basis set",
  "fmax_ev_per_a": 0.8,
  "e_homo_ha": -0.2817,
  "e_above_lowest_kcal_mol": 155.21,
  "e_tot_ha": -423.20650,
  "elements": ["C", "C", "C", "C", "C", "O", "O", "O", "H", "H", "H", "H", "H", "H", "H", "H", "H", "H", "H", "H"],
  "coordinates": [[0.295, -0.644, -0.059], [-0.149, 0.545, 0.530], [0.616, -1.856, 0.761], [1.860, 0.595, 0.209], [-0.583, 1.794, -0.167], [-2.191, -0.474, 0.260], [-2.315, -0.189, -1.205], [0.133, -0.866, -1.358], [-3.017, -0.803, -1.452], [-0.823, -0.575, -1.569], [-0.205, 0.537, 1.610], [0.947, -1.604, 1.768], [1.375, -2.457, 0.260], [-0.309, -2.432, 0.819], [2.003, 1.260, 1.056], [1.936, 1.103, -0.745], [2.538, -0.249, 0.279], [-1.647, 1.926, 0.016], [-0.426, 1.737, -1.242], [-0.040, 2.654, 0.230]],
  "lowdin_charge": [-0.499, -0.140, -0.001, 0.072, -0.058, -0.316, -0.206, 0.054, 0.083, 0.091, 0.147, 0.095, 0.096, 0.101, 0.070, 0.071, 0.066, 0.091, 0.092, 0.090]
}

***

Entry 8:
{
  "formula": "C7H16O3PS",
  "method": "ωB97M-V with the def2-TZVPD basis set",
  "fmax_ev_per_a": 5.0,
  "e_homo_ha": -0.1130,
  "e_above_lowest_kcal_mol": 20.76,
  "e_tot_ha": -1241.60079,
  "charge": -1,
  "elements": ["C", "C", "C", "C", "C", "C", "C", "O", "O", "O", "P", "S", "H", "H", "H", "H", "H", "H", "H", "H", "H", "H", "H", "H", "H", "H", "H", "H"],
  "coordinates": [[-2.094, 1.750, -1.869], [-1.521, -0.229, 2.141], [-1.058, -2.350, 0.657], [0.660, 1.592, 0.670], [-0.556, 1.694, -1.618], [-0.646, -0.920, 1.081], [-0.225, 1.007, -0.217], [3.919, 0.361, -0.955], [3.564, -1.934, -1.602], [-0.825, -0.203, -0.212], [2.847, -0.643, -0.849], [2.790, -1.357, 1.367], [-2.309, 2.932, -2.142], [-2.566, 1.603, -0.963], [-2.535, 1.075, -2.560], [-1.634, 0.903, 1.843], [-2.461, -0.736, 2.043], [-0.997, -0.258, 3.133], [-1.821, -2.289, -0.043], [-1.116, -3.043, 1.558], [-0.205, -2.681, 0.087], [0.957, 1.130, 1.649], [3.388, -0.241, 1.424], [1.118, 2.526, 0.337], [-0.158, 1.087, -2.436], [0.000, 2.654, -1.695], [0.368, -0.847, 1.351], [3.117, -2.584, -2.182]],
  "lowdin_charge": [-0.105, -0.049, -0.033, 0.018, -0.174, -0.412, -0.409, -0.546, -0.404, -0.095, 0.320, 0.246, 0.120, 0.015, 0.043, 0.103, 0.054, 0.090, 0.048, 0.107, 0.063, 0.061, -0.323, 0.054, 0.093, 0.102, -0.012, 0.027]
}

***

Which formula does entry 8 have?
C7H16O3PS